<w>
12
Properties=species:S:1:pos:R:3:nbo_charge:R:1 method="wB97M-V/def2-TZVPD" spin_multiplicity=1 charge=0 smiles="CN1C(=O)N1C"
C -0.210 0.307 1.277 0.77
C -1.907 -0.178 -0.866 -0.42
C 1.912 0.032 0.014 -0.45
N -0.538 0.619 -0.041 -0.34
N 0.547 -0.349 0.306 -0.35
O -0.465 0.378 2.421 -0.52
H -1.624 0.126 -1.863 0.23
H -1.702 -1.246 -1.014 0.20
H -2.669 0.044 -0.116 0.24
H 2.413 -0.009 1.087 0.22
H 2.308 -0.811 -0.650 0.21
H 1.935 1.088 -0.555 0.21



<x>
12
Properties=species:S:1:pos:R:3:nbo_charge:R:1 method="wB97M-V/def2-TZVPD" spin_multiplicity=1 charge=0
C 1.330 0.362 0.668 -0.46
N 0.496 0.673 -0.469 -0.43
C -0.485 -0.130 -0.766 0.39
N -0.533 -1.459 -0.864 -0.76
C -1.235 0.959 -0.065 0.33
O -1.532 0.765 1.115 -0.66
H 1.786 -0.636 0.641 0.18
H 2.117 1.112 0.769 0.21
H 0.582 0.434 1.501 0.24
H -1.396 -1.937 -1.070 0.41
H 0.311 -2.015 -0.830 0.40
H -1.441 1.872 -0.629 0.16



<y>
12
Properties=species:S:1:pos:R:3:nbo_charge:R:1 method="wB97M-V/def2-TZVPD" spin_multiplicity=1 charge=0 smiles=c1c[nH]cn1.O
C -0.560 0.843 -0.851 -0.10
C -0.010 2.034 -0.324 -0.12
N 0.931 1.680 0.665 -0.46
C 0.999 0.369 0.749 0.16
N 0.068 -0.213 -0.177 -0.56
H -1.413 0.749 -1.561 0.22
H -0.024 3.046 -0.656 0.22
H 1.689 -0.331 1.377 0.21
H -0.086 -1.144 -0.438 0.42
H -1.849 -3.319 -0.354 0.47
H -1.078 -2.610 0.682 0.46
O -0.850 -3.268 0.010 -0.93



<z>
12
Properties=species:S:1:pos:R:3:nbo_charge:R:1 method="wB97M-V/def2-TZVPD" spin_multiplicity=1 charge=0 smiles="N=C=N.CC=O"
C 1.186 -1.186 -0.181 -0.73
C -0.738 1.915 -0.259 0.66
N -0.758 1.612 -1.448 -0.74
N -0.572 2.280 0.899 -0.74
C -0.087 -1.408 0.586 0.45
O -1.163 -0.959 0.260 -0.54
H 1.086 -0.324 -0.846 0.24
H 1.390 -2.080 -0.784 0.24
H 2.034 -1.046 0.495 0.23
H -0.991 0.637 -1.615 0.41
H -1.385 2.607 1.405 0.40
H -0.003 -2.049 1.488 0.11



Least stable structure: <w>



<w>
12
Properties=species:S:1:pos:R:3:nbo_charge:R:1 method="wB97M-V/def2-TZVPD" spin_multiplicity=1 charge=0
C -0.035 0.313 1.167 -0.84
C 0.502 0.416 -0.973 0.76
N 1.591 0.911 -1.162 -0.67
N -0.596 -0.148 -1.325 -0.73
C -0.823 -1.037 0.082 0.46
O -0.415 -2.175 0.095 -0.63
H 0.759 1.069 1.117 0.21
H 0.231 -0.332 2.010 0.24
H -0.949 0.867 1.394 0.21
H 2.221 1.304 -0.483 0.42
H -0.652 -0.473 -2.289 0.42
H -1.832 -0.718 0.367 0.16



<x>
12
Properties=species:S:1:pos:R:3:nbo_charge:R:1 method="wB97M-V/def2-TZVPD" spin_multiplicity=1 charge=0
N 1.667 0.251 -0.500 -0.77
C 0.597 0.134 0.304 0.63
O 0.762 -0.101 1.538 -0.33
C -0.757 0.278 -0.221 -0.27
C -1.185 -0.279 -1.353 -0.39
N -0.493 -0.704 2.035 -0.65
H 2.599 0.193 -0.118 0.41
H 1.531 0.637 -1.420 0.41
H -1.393 0.889 0.413 0.26
H -0.585 -1.006 -1.894 0.20
H -2.191 -0.092 -1.711 0.21
H -0.552 -0.199 2.926 0.29



<y>
12
Properties=species:S:1:pos:R:3:nbo_charge:R:1 method="wB97M-V/def2-TZVPD" spin_multiplicity=1 charge=0
C 0.145 -1.761 -0.405 0.40
C 0.070 1.148 -0.326 -0.34
C -0.918 0.708 0.719 -0.01
N 1.264 0.199 -0.320 -0.41
N 1.109 -1.033 -0.864 -0.39
O -0.633 -1.448 0.537 -0.61
H -0.042 -2.723 -0.887 0.15
H -0.340 1.249 -1.292 0.22
H 0.500 2.148 0.084 0.23
H -0.441 0.734 1.676 0.21
H -2.067 0.717 0.400 0.25
H 1.353 0.061 0.677 0.32



<z>
12
Properties=species:S:1:pos:R:3:nbo_charge:R:1 method="wB97M-V/def2-TZVPD" spin_multiplicity=1 charge=0 smiles=c1c[nH]cn1.O
C -0.037 0.920 0.981 -0.10
C -0.573 -0.264 1.592 -0.11
N -1.066 -1.010 0.522 -0.51
C -1.021 -0.276 -0.681 0.12
N -0.468 0.983 -0.338 -0.48
H 0.258 1.897 1.346 0.22
H -0.624 -0.556 2.673 0.23
H -1.441 -1.931 0.613 0.41
H -1.183 -0.648 -1.701 0.22
H 1.842 0.670 -1.623 0.47
H 3.137 0.254 -1.403 0.46
O 2.317 -0.222 -1.567 -0.93



Least stable structure: <y>



<w>
12
Properties=species:S:1:pos:R:3:nbo_charge:R:1 method="wB97M-V/def2-TZVPD" spin_multiplicity=1 charge=0 smiles="[H]/N=C/CNC=O"
O -0.955 -1.454 -1.938 -0.58
C -0.822 -0.481 -1.237 0.56
N 0.146 -1.203 0.931 -0.61
C 0.204 0.026 1.223 0.12
C 0.461 1.009 0.090 -0.30
N 0.279 0.359 -1.194 -0.63
H -0.115 -1.807 1.703 0.35
H 0.031 0.442 2.222 0.16
H -1.611 -0.104 -0.554 0.09
H -0.208 1.876 0.179 0.21
H 1.480 1.405 0.164 0.23
H 1.108 -0.068 -1.590 0.39



<x>
12
Properties=species:S:1:pos:R:3:nbo_charge:R:1 method="wB97M-V/def2-TZVPD" spin_multiplicity=1 charge=0 smiles=c1c[nH]cn1.O
C -0.273 -1.564 -1.351 -0.11
C -1.138 -1.014 -0.449 -0.11
N -0.590 0.110 0.121 -0.45
C 0.625 0.163 -0.325 0.17
N 0.876 -0.825 -1.258 -0.54
H -0.463 -2.325 -2.089 0.21
H -2.199 -1.215 -0.377 0.20
H 1.491 0.699 0.038 0.20
H 1.516 -0.733 -2.028 0.41
H 0.635 2.670 2.865 0.46
H -0.688 1.968 2.603 0.47
O 0.208 2.066 2.249 -0.93



Least stable structure: <w>



<w>
12
Properties=species:S:1:pos:R:3:nbo_charge:R:1 method="wB97M-V/def2-TZVPD" spin_multiplicity=1 charge=0
O -2.207 0.581 1.321 -0.61
N -1.802 0.395 -0.036 -0.28
C -0.541 0.153 0.001 0.14
C 0.376 -0.090 -1.176 -0.21
N 1.485 -0.366 -0.177 -0.51
C 0.505 -0.038 0.922 -0.41
H -3.154 0.728 1.227 0.47
H 0.618 0.821 -1.727 0.21
H 0.197 -0.914 -1.872 0.21
H 2.323 0.206 -0.314 0.39
H 0.827 0.446 1.831 0.21
H 1.781 -1.346 -0.134 0.40



<x>
12
Properties=species:S:1:pos:R:3:nbo_charge:R:1 method="wB97M-V/def2-TZVPD" spin_multiplicity=1 charge=0
N -1.088 -0.496 -1.216 -0.79
C -0.408 0.287 -0.336 0.60
O -0.451 1.545 -0.495 -0.30
C 0.355 -0.293 0.756 -0.29
C 0.973 -1.472 0.679 -0.35
N 0.618 2.251 0.178 -0.65
H -1.697 -0.033 -1.876 0.41
H -1.387 -1.404 -0.893 0.40
H 0.422 0.378 1.610 0.27
H 1.021 -2.035 -0.252 0.20
H 1.506 -1.877 1.533 0.21
H 0.137 3.149 0.312 0.29



Least stable structure: <w>



<w>
12
Properties=species:S:1:pos:R:3:nbo_charge:R:1 method="wB97M-V/def2-TZVPD" spin_multiplicity=1 charge=0 smiles="C=N/C([NH3+])=C/[O-]"
C 1.868 0.574 0.333 -0.24
N 0.729 1.117 0.090 -0.36
C -0.333 0.367 -0.272 -0.03
N -0.242 -1.091 -0.006 -0.72
C -1.677 0.761 -0.374 0.31
O -2.609 -0.066 -0.391 -0.69
H 2.114 -0.466 0.075 0.12
H 2.680 1.161 0.746 0.18
H 0.328 -1.220 0.843 0.41
H -1.241 -1.367 0.111 0.46
H 0.180 -1.657 -0.745 0.41
H -1.858 1.847 -0.455 0.15



<x>
12
Properties=species:S:1:pos:R:3:nbo_charge:R:1 method="wB97M-V/def2-TZVPD" spin_multiplicity=1 charge=0
C 1.160 0.204 -1.492 -0.48
N 1.479 0.179 -0.059 -0.53
C 0.529 0.064 0.873 0.10
N -0.798 0.038 0.534 -0.67
C -1.762 -0.157 1.515 0.55
O -2.947 -0.179 1.290 -0.56
H 2.085 0.062 -2.052 0.22
H 0.441 -0.575 -1.785 0.19
H 0.744 1.185 -1.753 0.21
H 1.526 -0.710 0.831 0.42
H -1.154 0.184 -0.409 0.40
H -1.302 -0.294 2.507 0.13



Least stable structure: <x>